Entry 1:
{"formula": "C2H2F2O3", "method": "wB97M-V/def2-TZVPD", "homo_lumo_gap_ev": 10.87, "total_charge": 0, "spin_multiplicity": 1, "total_energy_ha": -502.794695, "species": ["C", "C", "O", "O", "O", "F", "F", "H", "H"], "coordinates": [[-1.016, -0.599, -0.145], [0.368, -0.050, 0.234], [-1.761, -1.461, -0.275], [0.745, 0.992, -0.410], [1.096, -1.153, 0.057], [-1.547, 1.525, -0.681], [0.180, 0.125, 1.588], [-0.160, 1.509, -0.500], [2.096, -0.888, 0.130]], "forces_ev_per_angstrom": [[-3.48, -1.68, -1.07], [0.62, -0.13, 0.70], [1.92, 2.97, 0.27], [0.05, 0.69, 0.03], [3.81, -0.66, -0.01], [0.61, -1.50, 0.52], [-0.20, 0.49, 0.43], [-0.68, 0.50, -0.56], [-2.64, -0.67, -0.31]], "nbo_charge": [0.9007, 0.7494, -0.3110, -0.6716, -0.6819, -0.7034, -0.3342, 0.5319, 0.5202]}

Entry 2:
{"formula": "C2H2F3N2", "method": "wB97M-V/def2-TZVPD", "homo_lumo_gap_ev": [3.88, 3.33], "total_charge": 1, "spin_multiplicity": 1, "total_energy_ha": -485.990379, "species": ["C", "C", "N", "N", "F", "F", "F", "H", "H"], "coordinates": [[0.807, -1.005, 0.856], [-2.109, 0.417, -1.490], [2.459, 0.147, 2.122], [1.632, -0.342, 1.391], [-2.604, 1.580, -1.665], [-0.980, 0.329, -0.853], [-2.705, -0.578, -1.975], [0.395, -1.371, -0.051], [3.107, 0.822, 1.666]], "forces_ev_per_angstrom": [[0.65, 1.64, 0.28], [1.19, 1.30, 0.20], [1.37, 1.07, 0.78], [-1.13, -1.72, -1.52], [0.85, -2.25, 0.50], [-3.30, -0.06, -1.79], [1.09, 1.19, 1.01], [0.11, -0.65, 0.25], [-0.84, -0.52, 0.29]], "nbo_charge": [-0.1121, 1.3670, -0.4727, 0.0440, -0.1431, -0.1504, -0.1329, 0.2215, 0.3786]}

Entry 3:
{"formula": "C2H2F3NO2", "method": "wB97M-V/def2-TZVPD", "homo_lumo_gap_ev": 12.23, "smiles": "OC(F)(F)F.N=C=O", "total_charge": 0, "spin_multiplicity": 1, "total_energy_ha": -582.269177, "species": ["C", "C", "N", "O", "O", "F", "F", "F", "H", "H"], "coordinates": [[-0.853, -0.704, 0.125], [1.638, 2.169, -1.449], [-1.709, -0.758, 0.930], [0.009, -0.922, -0.605], [2.198, 0.967, -1.460], [0.433, 2.121, -0.876], [1.476, 2.691, -2.655], [2.579, 3.007, -0.876], [1.542, 0.272, -1.388], [-2.663, -0.587, 1.205]], "forces_ev_per_angstrom": [[-1.45, -0.99, 0.64], [1.96, 0.24, -0.13], [-1.25, 0.44, 1.38], [2.17, 0.43, -1.69], [0.58, -0.33, -0.13], [0.15, 0.82, 0.67], [-0.50, 0.13, -0.80], [-1.77, -0.52, 0.37], [-0.51, -0.38, 0.09], [0.62, 0.16, -0.39]], "nbo_charge": [0.8702, 1.1580, -0.7525, -0.5607, -0.7022, -0.3241, -0.3222, -0.3333, 0.5172, 0.4495]}

Entry 4:
{"formula": "C2H2F3NO2", "method": "wB97M-V/def2-TZVPD", "homo_lumo_gap_ev": [9.73, 8.71], "total_charge": 0, "spin_multiplicity": 3, "s_squared": 2.00, "total_energy_ha": -581.935863, "species": ["C", "C", "N", "O", "O", "F", "F", "F", "H", "H"], "coordinates": [[0.244, 0.897, 0.121], [-1.072, 0.291, -0.211], [1.266, 0.765, -0.936], [1.100, -0.101, -1.776], [2.158, 1.573, -0.871], [0.358, 2.090, 0.744], [-2.179, 1.039, 0.085], [-1.357, -0.836, 0.474], [0.743, -0.633, 1.584], [-1.205, 0.088, -1.227]], "forces_ev_per_angstrom": [[0.51, 2.87, -1.18], [-2.77, -0.09, 1.33], [-0.62, 0.53, 0.72], [0.01, -0.15, 0.29], [0.56, -0.07, -0.25], [-0.56, -2.36, -0.56], [0.75, 1.35, 0.22], [1.06, -0.91, 0.34], [0.37, -0.72, 0.85], [0.69, -0.45, -1.78]], "nbo_charge": [0.4913, 0.4520, 0.4515, -0.3700, -0.3293, -0.2462, -0.3221, -0.3128, 0.0003, 0.1855]}

Entry 5:
{"formula": "C2H2F3O3PS", "method": "wB97M-V/def2-TZVPD", "homo_lumo_gap_ev": 10.16, "total_charge": 0, "spin_multiplicity": 1, "total_energy_ha": -1342.290123, "species": ["C", "C", "O", "O", "O", "F", "F", "F", "P", "S", "H", "H"], "coordinates": [[-0.327, 0.031, 0.486], [-1.687, -0.403, -0.072], [2.796, 0.092, -1.291], [0.245, 0.859, -0.570], [2.356, 1.137, 1.093], [-2.488, -0.825, 0.986], [-1.640, -1.516, -0.883], [-2.333, 0.517, -0.666], [2.066, 0.353, -0.067], [0.993, -1.183, 0.910], [-0.510, 0.704, 1.346], [0.530, 0.235, -1.270]], "forces_ev_per_angstrom": [[-0.45, 0.37, 0.34], [-0.74, -4.23, 2.14], [-0.57, -0.05, -0.79], [1.07, -0.39, -0.16], [0.84, 2.31, 1.03], [1.05, 0.53, -0.55], [0.57, 1.33, 0.34], [-0.61, 1.86, -1.23], [1.38, -0.98, 1.62], [-1.37, -0.55, -1.07], [0.09, -0.25, -0.59], [-1.23, 0.04, -1.08]], "nbo_charge": [-0.1451, 0.9456, -1.0185, -0.6522, -1.0485, -0.3375, -0.3242, -0.2717, 2.1279, -0.0519, 0.2598, 0.5164]}

Entry 6:
{"formula": "C2H2F6NP", "method": "wB97M-V/def2-TZVPD", "homo_lumo_gap_ev": [7.12, 9.24], "total_charge": 0, "spin_multiplicity": 1, "total_energy_ha": -1072.623318, "species": ["C", "C", "N", "F", "F", "F", "F", "F", "F", "P", "H", "H"], "coordinates": [[-1.935, 3.025, 0.204], [-1.049, 0.226, -2.240], [0.089, -0.073, -0.095], [-2.056, 2.117, 1.163], [-3.163, 3.142, -0.349], [-1.517, 4.186, 0.646], [-0.609, -0.877, -2.802], [-2.103, -0.043, -1.461], [-1.574, 0.960, -3.214], [0.270, 1.094, -1.160], [-0.648, -0.725, -0.035], [0.513, 0.275, 0.714]], "forces_ev_per_angstrom": [[-0.98, -0.93, -1.00], [0.00, 2.00, -0.05], [0.95, -0.78, 1.15], [0.44, 0.13, 0.50], [0.89, 0.27, 0.00], [0.07, 0.08, 0.25], [0.36, -1.35, -0.15], [-0.64, -0.98, 0.66], [0.21, 0.88, -0.86], [-1.02, 1.87, -2.96], [-0.74, -0.55, 0.40], [0.46, -0.63, 2.06]], "nbo_charge": [0.9198, 0.7098, -1.1333, -0.3388, -0.3400, -0.3191, -0.3221, -0.3446, -0.3301, 0.6773, 0.4229, 0.3983]}

Entry 7:
{"formula": "C2H2F6P2", "method": "wB97M-V/def2-TZVPD", "homo_lumo_gap_ev": 9.52, "total_charge": 0, "spin_multiplicity": 1, "total_energy_ha": -1359.259313, "species": ["C", "C", "F", "F", "F", "F", "F", "F", "P", "P", "H", "H"], "coordinates": [[0.882, 2.400, -0.044], [-2.799, 0.868, 0.020], [0.399, 2.762, -1.222], [2.192, 2.290, -0.162], [0.695, 3.487, 0.718], [-2.531, 2.145, 0.461], [-3.763, 0.990, -0.897], [-3.089, 0.157, 1.121], [0.286, 0.801, 0.749], [-0.821, 0.220, -0.941], [1.442, 0.188, 0.464], [-0.682, -1.196, -0.643]], "forces_ev_per_angstrom": [[0.07, 0.86, 0.73], [3.21, 0.47, -0.50], [-0.50, -0.38, -0.95], [1.67, -0.13, -0.44], [-0.44, 0.17, 0.89], [-0.15, -1.02, -0.40], [0.17, -0.77, 1.02], [-0.69, 0.21, -1.12], [-1.30, 1.50, 1.68], [-2.89, -0.48, -0.47], [1.39, -1.05, -0.61], [-0.55, 0.65, 0.17]], "nbo_charge": [0.7503, 0.8837, -0.3189, -0.3330, -0.3339, -0.3550, -0.3179, -0.3246, 0.2132, 0.1353, 0.0010, -0.0003]}

Entry 8:
{"formula": "C2H2FINO2", "method": "wB97M-V/def2-TZVPD", "homo_lumo_gap_ev": 7.54, "smiles": "O=C([O-])[C@H](I)NF", "total_charge": -1, "spin_multiplicity": 1, "total_energy_ha": -680.209508, "species": ["O", "C", "O", "C", "I", "N", "F", "H", "H"], "coordinates": [[0.234, -0.977, 2.079], [-0.266, -1.033, 0.951], [-1.148, -1.777, 0.467], [0.291, -0.076, -0.146], [2.209, 0.775, 0.399], [-0.662, 0.965, -0.461], [-0.904, 0.907, -1.870], [0.461, -0.652, -1.043], [-0.215, 1.867, -0.377]], "forces_ev_per_angstrom": [[-0.08, 0.09, 0.16], [-0.16, -0.79, 0.12], [0.28, 0.45, 0.13], [-0.33, 0.08, -0.10], [0.26, 0.10, -0.04], [-0.18, -0.17, 0.07], [0.06, 0.18, -0.20], [0.12, -0.09, -0.14], [0.03, 0.16, 0.00]], "nbo_charge": [-0.7390, 0.7239, -0.7416, -0.2575, -0.0587, -0.2035, -0.3000, 0.2365, 0.3399]}

Entry 9:
{"formula": "C2H2FIS", "method": "wB97M-V/def2-TZVPD", "homo_lumo_gap_ev": 7.18, "total_charge": 0, "spin_multiplicity": 1, "total_energy_ha": -873.000165, "species": ["C", "C", "F", "S", "I", "H", "H"], "coordinates": [[-0.286, 0.483, -0.734], [0.399, -0.237, 0.228], [-2.250, -0.056, 0.713], [-0.728, 1.296, -1.960], [2.487, -0.383, -0.228], [0.258, 0.139, 1.275], [0.121, -1.242, 0.707]], "forces_ev_per_angstrom": [[-2.61, 0.48, -1.22], [0.71, -1.76, 3.52], [1.59, 0.33, -0.91], [0.59, -1.06, 1.78], [0.09, 0.12, -0.07], [0.13, 1.09, -0.95], [-0.51, 0.80, -2.15]], "nbo_charge": [0.1345, -0.7817, -0.7658, 0.4973, 0.1646, 0.3698, 0.3814]}

Entry 10:
{"formula": "C2H2FKMgO2", "method": "wB97M-V/def2-TZVPD", "homo_lumo_gap_ev": 3.93, "total_charge": 2, "spin_multiplicity": 1, "total_energy_ha": -1127.063654, "species": ["H", "O", "C", "C", "O", "K", "Mg", "F", "H"], "coordinates": [[-1.615, 0.757, -0.711], [-1.205, -1.117, 0.449], [-1.101, 0.113, 0.147], [0.205, 0.532, -0.517], [1.268, 0.150, 0.025], [0.290, -2.876, 1.202], [3.147, 0.495, -0.311], [-1.208, 1.022, 1.262], [0.219, 0.924, -1.548]], "forces_ev_per_angstrom": [[-1.60, -1.92, 1.48], [0.35, 0.99, -1.05], [-1.39, 2.65, -0.87], [1.12, -1.65, 0.59], [2.06, 0.60, -0.39], [-0.37, -0.54, 0.33], [-0.49, 0.11, 0.16], [0.38, -0.51, -0.60], [-0.07, 0.29, 0.34]], "nbo_charge": [0.1333, -0.7612, 0.4052, 0.5112, -0.8719, 0.9914, 1.7817, -0.3741, 0.1844]}